A 2-piece molecular cluster, C3H12NO overall in a non-equilibrium geometry. Source: the Open Molecules 2025 dataset; level of theory: wB97M-V/def2-TZVPD.

Cartesian coordinates (Å):
C  -0.445  -0.376  1.906
C  -0.625  -1.051  0.577
N  -0.469  -0.006  -0.509
C  -0.589  -0.515  -1.956
H  -1.203  0.477  2.022
H  -0.461  -1.284  2.722
H  0.529  0.056  2.050
H  0.123  -1.759  0.281
H  -1.563  -1.551  0.417
H  0.377  0.543  -0.527
H  -1.154  0.852  -0.327
H  0.246  -1.175  -2.138
H  -0.437  0.400  -2.506
H  -1.514  -1.144  -2.018
H  2.503  1.371  0.531
H  2.070  2.354  -0.502
O  1.716  1.570  0.049

Computed properties:
Molar mass, g/mol: 78.135
Gap between HOMO and LUMO, eV: 13.3
2S+1: 1
E_HOMO, Eh: -0.605
Relative energy (zero: lowest compared OMol25 entry of this formula, charge and spin), kJ/mol: 116.8
Total charge: +1